Entry 1:
The following is a DFT calculation (the ωB97M-V functional and the def2-TZVPD basis) of a cluster of 6 separate species, C10H10Cl15F5NO6S2 in total.

Its total energy is -9091.5837 Ha. The gap between HOMO and LUMO is 8.60 eV.

The geometry in ORCA input format:
```
! RIJCOSX wB97M-V def2-TZVPD def2/J DEFGRID3
* xyz -1 1
O -1.983 3.019 -0.449
C -1.757 2.179 -1.494
O -2.941 1.785 -2.274
C -0.194 1.712 -1.837
C 0.449 0.925 -0.510
S 0.490 -0.935 -0.725
O 1.786 -1.256 -1.568
O -0.719 -1.325 -1.611
N 0.643 -1.850 0.755
S -0.446 -1.288 2.000
O -1.902 -0.986 1.475
O -0.615 -2.480 3.018
C 0.197 0.178 2.979
F -0.869 1.244 2.876
F 1.503 0.658 2.471
C 0.370 -0.106 4.597
F -0.980 -0.223 5.194
F 0.986 1.149 5.168
F 1.303 -1.207 4.930
H -3.050 0.789 -2.286
H 0.434 2.690 -2.106
H -0.149 1.024 -2.796
H 1.556 1.311 -0.384
H -0.254 1.231 0.391
C 2.429 1.362 -4.996
Cl 2.471 -0.393 -5.232
Cl 0.764 1.917 -4.751
Cl 3.449 1.830 -3.624
H 2.822 1.840 -5.896
C -2.453 -5.075 1.882
Cl -4.070 -5.775 2.071
Cl -1.207 -6.264 2.301
Cl -2.219 -4.486 0.228
H -2.363 -4.227 2.566
C -0.870 5.453 -3.930
Cl 0.374 6.266 -2.967
Cl -1.278 3.882 -3.220
Cl -2.316 6.469 -4.065
H -0.473 5.284 -4.935
C 0.160 5.693 1.516
Cl 1.532 6.730 1.943
Cl -0.276 5.910 -0.188
Cl 0.535 3.995 1.851
H -0.696 5.984 2.130
C 1.921 -9.033 1.917
Cl 1.652 -8.084 3.388
Cl 1.104 -8.283 0.535
Cl 3.655 -9.205 1.596
H 1.498 -10.029 2.067
*
```

***

Entry 2:
The following is a DFT calculation (the ωB97M-V functional and the def2-TZVPD basis) of the molecule C3H7NO2.

Its total energy is -323.7307 Ha. The gap between HOMO and LUMO is 10.78 eV. Its energy relative to the best compared isomer or geometry (same formula, charge and spin) is 1.369 eV. The structure (SMILES) is CCOC(N)=O.

The geometry in ORCA input format:
```
! RIJCOSX wB97M-V def2-TZVPD def2/J DEFGRID3
* xyz 0 1
C -1.797 0.259 0.011
C -0.870 -0.384 -0.974
O 0.392 0.586 -0.926
C 1.248 -0.108 -0.196
N 2.515 0.309 0.071
O 0.916 -1.204 0.221
H -1.887 1.302 -0.277
H -1.338 0.194 1.005
H -2.779 -0.219 0.067
H -0.821 -1.468 -0.764
H -1.058 -0.293 -2.025
H 2.907 -0.346 0.732
H 2.852 1.253 0.080
*
```